No. 1
{"formula": "C36H45NO6", "method": "ωB97M-V/def2-TZVPD", "homo_lumo_gap_ev": 7.941, "charge": 0, "smiles": "CCOCC1=C(C[C@@H](C)O)C(=O)C(CCCCOC=O)=C(CN)C1=O.c1ccccc1.c1ccccc1.c1ccccc1", "spin_multiplicity": 1, "symbols": ["C", "C", "O", "C", "C", "C", "C", "C", "C", "O", "C", "O", "C", "C", "C", "C", "C", "O", "C", "O", "C", "C", "N", "C", "O", "H", "H", "H", "H", "H", "H", "H", "H", "H", "H", "H", "H", "H", "H", "H", "H", "H", "H", "H", "H", "H", "H", "H", "H", "H", "H", "H", "C", "C", "C", "C", "C", "C", "H", "H", "H", "H", "H", "H", "C", "C", "C", "C", "C", "C", "H", "H", "H", "H", "H", "H", "C", "C", "C", "C", "C", "C", "H", "H", "H", "H", "H", "H"], "positions_angstrom": [[1.36143, 1.95031, -5.95413], [-0.27879, 1.88545, -6.03311], [-0.97372, 2.59667, -4.93918], [-1.73724, 1.62647, -4.08662], [-0.60663, 0.70954, -3.33113], [0.28345, 1.34811, -2.31867], [0.23347, 2.90901, -1.82076], [-0.05171, 2.84978, -0.17363], [-0.77621, 4.20428, 0.40689], [-0.97022, 1.71780, 0.15039], [1.45386, 0.38313, -1.61413], [2.69364, 0.84822, -1.44549], [0.94270, -1.14747, -1.22368], [1.37022, -1.90547, 0.20454], [3.01811, -1.74044, 0.44020], [3.37104, -0.43824, 1.42684], [4.77865, 0.29635, 1.00867], [5.04207, 1.57092, 1.69476], [4.04528, 2.60262, 1.36379], [4.16132, 3.55517, 0.43531], [0.02091, -1.79529, -2.24125], [-0.64048, -3.29848, -2.02611], [-1.44719, -3.41272, -0.71995], [-0.36905, -0.92192, -3.61361], [-0.43705, -1.48659, -4.82293], [1.78733, 2.45339, -4.98316], [1.71579, 2.58233, -6.90020], [1.80752, 0.86082, -6.13765], [-0.62533, 0.76956, -6.12631], [-0.60982, 2.41200, -7.05192], [-2.33691, 2.24699, -3.28308], [-2.48437, 0.96456, -4.70441], [-0.53952, 3.58108, -2.39008], [1.33649, 3.34014, -1.97164], [0.95167, 2.60571, 0.41855], [-1.08250, 4.01886, 1.53502], [-1.77446, 4.34281, -0.18809], [-0.05605, 5.12657, 0.39090], [-0.70506, 1.27571, 1.00898], [1.17912, -3.07044, 0.10179], [0.76736, -1.50217, 1.12302], [3.44872, -1.53019, -0.65307], [3.52167, -2.73409, 0.79808], [3.36189, -0.72102, 2.57063], [2.44503, 0.30043, 1.27838], [5.65617, -0.44162, 1.33633], [4.92283, 0.47145, -0.14177], [3.06007, 2.61745, 2.02311], [-1.45467, -3.42575, -2.88983], [0.14997, -4.16077, -2.13924], [-1.55847, -2.44575, -0.32526], [-2.42742, -3.76255, -0.94307], [5.22846, -4.50652, 5.82288], [5.74562, -4.05829, 4.60779], [5.80997, -2.69159, 4.33807], [5.35273, -1.77221, 5.28248], [4.82696, -2.22078, 6.49380], [4.76606, -3.58736, 6.76514], [5.18466, -5.57122, 6.03549], [6.09961, -4.77471, 3.87069], [6.21623, -2.34251, 3.39238], [5.40510, -0.70729, 5.07371], [4.46506, -1.50468, 7.22755], [4.35848, -3.93667, 7.71011], [-1.27115, -3.22913, 3.96177], [-2.04293, -2.82508, 5.05076], [-3.26224, -2.18134, 4.84183], [-3.70833, -1.93744, 3.54269], [-2.93216, -2.33318, 2.45370], [-1.71458, -2.98030, 2.66255], [-0.32432, -3.73669, 4.12486], [-1.69424, -3.01279, 6.06322], [-3.86506, -1.86964, 5.69076], [-4.65942, -1.43826, 3.37956], [-3.27680, -2.13789, 1.44116], [-1.11095, -3.29073, 1.81380], [-5.48514, 3.52965, -3.66162], [-5.23211, 2.99997, -2.39662], [-6.29121, 2.59622, -1.58418], [-7.60492, 2.72622, -2.03529], [-7.85841, 3.26453, -3.29660], [-6.79916, 3.66483, -4.11062], [-4.65939, 3.83792, -4.29709], [-4.20855, 2.90097, -2.04391], [-6.09347, 2.18029, -0.59973], [-8.43014, 2.40937, -1.40362], [-8.88244, 3.37146, -3.64602], [-6.99676, 4.08213, -5.09445]], "atomic_forces_ev_per_a": [[0.105, -0.033, -1.183], [0.195, -0.047, -1.399], [-0.814, -2.405, 0.020], [1.186, -0.189, 0.260], [2.159, 0.832, 2.841], [-1.674, -1.966, -2.104], [0.922, -1.134, 0.724], [0.124, 0.159, 0.919], [0.184, -0.760, 0.339], [1.176, 0.295, 0.388], [3.365, 1.585, 0.058], [-7.380, -2.795, -0.724], [-2.545, -1.314, -2.407], [1.084, -0.387, -0.882], [0.120, 0.806, -0.785], [-0.888, 0.288, -0.613], [0.529, -1.767, -0.443], [-2.750, 1.697, -1.294], [0.469, 3.853, -3.847], [-0.185, -6.466, 5.973], [2.167, 1.761, 2.316], [-1.055, 0.680, -1.461], [-0.326, 0.869, -0.948], [0.231, -1.363, -3.397], [0.092, 3.377, 7.341], [-1.001, -1.158, -1.874], [-0.611, -1.232, 2.202], [-0.939, 2.374, 0.743], [0.614, 2.091, 0.459], [0.649, -1.042, 2.293], [1.361, -1.240, -1.700], [1.557, 1.271, 1.086], [1.476, -1.595, 1.074], [-2.482, -0.839, 0.328], [-1.873, 0.861, -1.535], [0.717, 0.282, -2.325], [2.010, 0.033, 1.030], [-1.519, -1.676, -0.267], [-0.277, 1.084, -1.530], [0.018, 2.572, 0.049], [1.047, -0.636, -1.847], [-0.746, -0.343, 2.515], [-1.169, 1.902, -0.421], [0.217, 0.409, -2.314], [2.109, -1.373, 0.238], [-1.809, 1.812, -0.545], [-0.761, -0.414, 2.175], [2.186, -0.330, -1.135], [2.235, 0.273, 1.466], [-1.442, 1.870, 0.405], [0.076, -1.266, -0.581], [1.822, 0.715, 0.318], [-0.016, 0.197, -0.025], [-0.049, 0.095, 0.098], [-0.101, -0.044, 0.166], [-0.028, -0.181, 0.007], [0.046, -0.106, -0.100], [0.075, 0.041, -0.176], [0.000, 0.149, -0.035], [-0.041, 0.108, 0.119], [-0.041, -0.045, 0.130], [-0.002, -0.127, 0.019], [0.068, -0.111, -0.114], [0.064, 0.053, -0.135], [-0.189, 0.138, -0.008], [-0.041, 0.012, -0.137], [0.086, -0.041, -0.162], [0.150, -0.060, 0.043], [0.085, -0.030, 0.185], [0.028, 0.050, 0.146], [-0.120, 0.073, -0.024], [-0.062, 0.020, -0.153], [0.087, -0.047, -0.127], [0.126, -0.061, 0.025], [0.014, -0.028, 0.139], [-0.133, -0.022, 0.103], [-0.146, -0.045, 0.100], [-0.178, 0.009, -0.085], [-0.052, 0.057, -0.148], [0.175, 0.063, -0.103], [0.152, -0.021, 0.042], [0.049, -0.076, 0.170], [-0.096, -0.028, 0.078], [-0.150, 0.005, -0.007], [-0.021, 0.063, -0.141], [0.112, 0.050, -0.082], [0.164, -0.023, 0.054], [0.031, -0.063, 0.145]]}

=====

No. 2
{"formula": "C41H41CrN3O8P2S3", "method": "ωB97M-V/def2-TZVPD", "homo_lumo_gap_ev": [7.685, 8.627], "charge": 0, "spin_multiplicity": 5, "relative_energy_kcal_mol": 0.00, "symbols": ["Cr", "C", "S", "C", "C", "C", "N", "P", "C", "C", "C", "C", "C", "C", "C", "C", "C", "C", "C", "C", "P", "C", "C", "C", "C", "C", "C", "C", "C", "C", "C", "C", "C", "H", "H", "H", "H", "H", "H", "H", "H", "H", "H", "H", "H", "H", "H", "H", "H", "H", "H", "H", "H", "H", "H", "H", "H", "H", "H", "H", "H", "H", "O", "S", "O", "O", "C", "C", "C", "C", "C", "C", "S", "O", "O", "O", "H", "H", "H", "H", "O", "C", "N", "C", "O", "C", "C", "C", "C", "N", "C", "H", "H", "H", "H", "H", "H", "H", "H"], "positions_angstrom": [[0.33518, 0.15159, -1.62274], [1.39711, -1.18039, 6.13504], [-0.10947, -0.19013, 6.25198], [-1.19469, -1.07042, 5.08951], [-1.31627, -0.41247, 3.71715], [0.02023, -0.39325, 2.99584], [-0.01020, 0.14774, 1.62369], [-0.89905, -0.60027, 0.37945], [-2.61431, -0.00006, 0.41049], [-3.07864, 1.00751, 1.24447], [-4.37146, 1.49500, 1.10369], [-5.20345, 0.98753, 0.11891], [-4.73992, -0.00801, -0.73415], [-3.45098, -0.49455, -0.59375], [-1.01432, -2.34715, 0.85690], [0.14983, -3.10693, 0.74349], [0.14584, -4.44707, 1.09304], [-1.01972, -5.03751, 1.56050], [-2.18092, -4.28700, 1.67816], [-2.18118, -2.94546, 1.32681], [1.36675, 0.99626, 0.99708], [2.79185, 0.17133, 1.78581], [3.31845, 0.55155, 3.02051], [4.37836, -0.15045, 3.57306], [4.91731, -1.24108, 2.90213], [4.40374, -1.62100, 1.67121], [3.35208, -0.91182, 1.10827], [1.32100, 2.58793, 1.88665], [2.34522, 3.49821, 1.61992], [2.34075, 4.75245, 2.20508], [1.30755, 5.11996, 3.05911], [0.28192, 4.22662, 3.32272], [0.28726, 2.96709, 2.73628], [2.11281, -0.74754, 6.83226], [1.82980, -1.15674, 5.13656], [1.20310, -2.21048, 6.43067], [-2.17715, -1.12808, 5.55703], [-0.82465, -2.09409, 4.99626], [-1.68965, 0.60627, 3.84468], [-2.06202, -0.96057, 3.13571], [0.42927, -1.40964, 2.96962], [0.71374, 0.21810, 3.57362], [-2.42322, 1.42717, 1.99624], [-4.72413, 2.27927, 1.76140], [-6.20958, 1.37021, 0.00807], [-5.38298, -0.40271, -1.51035], [-3.08792, -1.26146, -1.27210], [1.05893, -2.65917, 0.36196], [1.05039, -5.02862, 0.97598], [-1.02665, -6.08724, 1.82401], [-3.09157, -4.74713, 2.03919], [-3.09299, -2.36956, 1.41839], [2.90634, 1.40184, 3.55201], [4.78384, 0.15455, 4.52953], [5.74390, -1.78804, 3.33728], [4.82009, -2.46372, 1.13488], [2.97010, -1.20339, 0.13774], [3.15173, 3.22157, 0.94923], [3.14157, 5.44811, 1.99113], [1.30407, 6.10151, 3.51450], [-0.52270, 4.50371, 3.99179], [-0.51522, 2.27439, 2.94873], [-0.01221, -0.50302, -3.95266], [1.22205, 0.23611, -4.28531], [1.14709, 1.05038, -5.46148], [1.60870, 0.99071, -3.06037], [2.50003, -0.97957, -4.56160], [3.31097, -0.72571, -5.65819], [4.35240, -1.58138, -5.98558], [4.58438, -2.70170, -5.21019], [3.77771, -2.95989, -4.11077], [2.73263, -2.11307, -3.77278], [1.77981, -2.64249, -2.34351], [0.54210, -3.20035, -2.80613], [2.65266, -3.51318, -1.59458], [1.57456, -1.38221, -1.55061], [3.10637, 0.14988, -6.25704], [4.97304, -1.36729, -6.84525], [5.39180, -3.37995, -5.45241], [3.95520, -3.82612, -3.48938], [-2.73084, -0.60574, -5.24324], [-3.65323, 0.26569, -4.67457], [-3.58660, 1.62340, -5.19506], [-3.38794, 2.79982, -4.54124], [-3.72661, 3.86941, -5.01447], [-2.65615, 2.77615, -3.23044], [-2.90162, 3.76193, -2.28438], [-2.16697, 3.75515, -1.11176], [-1.22316, 2.76270, -0.91578], [-0.96534, 1.82300, -1.83050], [-1.65842, 1.85695, -2.97442], [-1.85493, -0.53370, -4.83093], [-3.58227, 0.30949, -3.58548], [-4.63387, -0.14023, -4.92878], [-3.94750, 1.75641, -6.12881], [-3.64806, 4.51783, -2.48970], [-2.31857, 4.50246, -0.34582], [-0.64527, 2.72335, -0.00010], [-1.37710, 1.12050, -3.70902]], "atomic_forces_ev_per_a": [[0.297, 0.275, -0.279], [-0.008, 0.007, -0.014], [-0.005, -0.011, -0.005], [0.010, -0.017, -0.035], [0.028, -0.012, 0.042], [-0.018, 0.004, 0.033], [0.043, -0.004, 0.023], [-0.091, -0.174, 0.180], [-0.009, 0.013, -0.056], [0.037, -0.001, 0.017], [-0.012, 0.020, 0.006], [-0.009, -0.008, -0.018], [-0.008, -0.001, 0.018], [0.003, 0.019, 0.013], [0.015, -0.011, -0.021], [0.027, 0.023, -0.010], [-0.001, -0.024, 0.008], [0.026, -0.005, -0.009], [-0.023, 0.009, 0.006], [0.011, 0.002, 0.001], [-0.095, -0.071, 0.050], [0.008, 0.017, 0.000], [-0.008, 0.016, 0.010], [0.004, -0.004, 0.016], [0.003, -0.001, -0.001], [-0.002, -0.008, -0.003], [-0.010, -0.013, 0.006], [-0.052, -0.003, 0.000], [0.009, -0.020, -0.024], [0.005, 0.016, 0.003], [0.008, 0.010, -0.001], [-0.005, 0.010, 0.006], [0.034, -0.003, -0.007], [-0.009, 0.006, 0.007], [0.009, 0.011, -0.037], [-0.004, 0.003, -0.002], [0.001, 0.019, 0.013], [-0.015, 0.001, -0.006], [0.000, 0.004, 0.021], [0.013, 0.016, 0.004], [0.022, -0.004, 0.010], [0.010, 0.001, 0.012], [-0.008, -0.001, -0.024], [-0.002, 0.000, -0.001], [-0.002, 0.001, -0.002], [-0.005, -0.002, -0.002], [0.006, -0.014, 0.002], [-0.035, -0.027, 0.043], [0.006, 0.006, -0.003], [0.000, -0.003, 0.002], [-0.004, -0.001, -0.001], [-0.027, 0.018, -0.015], [-0.006, -0.008, -0.008], [0.002, -0.003, 0.003], [0.002, -0.002, 0.001], [0.008, -0.003, 0.005], [0.002, 0.008, -0.005], [-0.001, -0.003, -0.004], [0.001, 0.002, 0.000], [0.000, 0.001, 0.004], [-0.002, 0.003, 0.000], [-0.022, -0.025, 0.015], [-0.032, -0.028, 0.007], [-0.085, -0.030, -0.032], [0.029, 0.003, -0.007], [-0.026, -0.084, 0.013], [-0.052, 0.035, -0.031], [0.026, 0.009, -0.040], [-0.016, -0.013, 0.025], [-0.022, 0.012, 0.007], [0.042, -0.047, -0.003], [-0.011, -0.022, 0.038], [0.004, -0.039, -0.043], [-0.029, 0.021, -0.021], [0.027, 0.000, 0.027], [0.044, 0.045, 0.079], [0.003, 0.000, 0.000], [0.001, 0.004, -0.005], [0.001, -0.004, 0.002], [0.000, 0.007, -0.004], [0.073, -0.043, 0.007], [-0.066, 0.002, 0.051], [-0.036, -0.036, -0.016], [0.135, 0.079, -0.096], [-0.031, -0.021, 0.041], [-0.028, -0.007, 0.053], [0.000, -0.031, -0.008], [-0.009, -0.005, 0.008], [0.032, 0.006, 0.004], [-0.099, 0.103, -0.002], [-0.057, -0.027, 0.024], [0.073, -0.021, -0.064], [0.009, 0.039, 0.012], [0.004, 0.032, 0.007], [-0.033, 0.019, 0.014], [-0.002, 0.003, 0.000], [-0.005, 0.002, 0.002], [-0.008, -0.008, -0.009], [0.000, -0.004, -0.034]]}

=====

No. 3
{"formula": "C3H5NO2", "method": "ωB97M-V/def2-TZVPD", "homo_lumo_gap_ev": 10.598, "charge": 0, "smiles": "NC(=O)CC=O", "spin_multiplicity": 1, "relative_energy_kcal_mol": 9.92, "symbols": ["N", "C", "O", "C", "C", "O", "H", "H", "H", "H", "H"], "positions_angstrom": [[-1.83461, -0.36526, 0.06196], [-0.74977, 0.44393, -0.05258], [-0.80508, 1.57895, -0.49206], [0.55767, -0.15370, 0.42714], [1.71751, 0.16565, -0.49834], [2.75394, -0.45017, -0.45728], [-1.77320, -1.29586, 0.43961], [-2.73535, 0.00150, -0.20366], [0.52949, -1.23574, 0.58927], [0.77781, 0.31215, 1.39601], [1.56159, 0.99855, -1.21007]], "atomic_forces_ev_per_a": [[-0.093, 0.034, -0.034], [0.004, 0.145, -0.049], [-0.019, -0.379, 0.108], [0.083, -0.034, 0.062], [0.325, -0.171, 0.006], [-0.387, 0.225, -0.044], [0.005, 0.161, -0.069], [0.095, -0.047, 0.030], [-0.027, 0.150, -0.029], [0.025, -0.012, -0.106], [-0.012, -0.072, 0.123]]}

=====

No. 4
{"formula": "C8H13N3O", "method": "ωB97M-V/def2-TZVPD", "homo_lumo_gap_ev": 9.380, "charge": 0, "smiles": "[H]/N=C1/C(=O)CCC(=C)[C@H]1N(C)N", "spin_multiplicity": 1, "relative_energy_kcal_mol": 98.98, "symbols": ["H", "N", "C", "C", "O", "C", "C", "C", "C", "C", "N", "C", "N", "H", "H", "H", "H", "H", "H", "H", "H", "H", "H", "H", "H"], "positions_angstrom": [[1.95917, 0.67845, -2.71378], [2.44777, 0.28320, -1.90769], [1.66025, 0.04686, -0.94755], [2.28299, -0.29507, 0.29770], [2.90765, 0.55265, 0.91049], [1.98463, -1.60385, 0.90645], [0.51176, -1.42511, 1.24214], [-0.25992, -1.09776, -0.07115], [-1.09442, -1.98440, -0.59713], [0.00038, 0.25452, -0.66192], [-0.20897, 1.43641, 0.28349], [-1.63869, 1.87930, 0.41162], [0.51056, 2.68859, -0.13442], [2.10542, -2.34893, 0.12479], [2.56627, -1.79367, 1.77288], [0.40505, -0.75748, 2.09930], [-0.07574, -2.35895, 1.60233], [-1.76974, -1.84103, -1.47977], [-1.33403, -2.92802, -0.05436], [-0.36231, 0.40567, -1.69240], [-1.49618, 2.92153, 0.77269], [-2.25391, 1.94762, -0.48273], [-2.16780, 1.32760, 1.13513], [1.03880, 2.46305, -1.01782], [1.21800, 3.06149, 0.54126]], "atomic_forces_ev_per_a": [[-0.052, -0.161, -0.147], [-1.025, 0.053, -0.429], [-1.828, 1.776, -0.470], [2.010, 0.501, 2.785], [-0.088, -0.110, -0.440], [-0.942, -0.380, -0.790], [-2.534, -2.260, -0.121], [-0.842, 0.716, 1.442], [-1.539, -0.815, -0.097], [3.256, 1.102, -0.884], [0.205, 0.199, -0.805], [1.648, 1.421, -0.098], [0.735, -1.101, -1.530], [0.032, -0.477, 0.141], [0.707, -0.141, 0.621], [-0.127, 0.600, -0.593], [1.594, 1.028, -0.439], [1.073, 0.246, 0.717], [0.571, 0.689, -0.496], [-0.607, -0.004, 0.390], [-0.550, -0.796, -0.091], [0.297, -0.219, -0.572], [-0.476, -0.948, 0.949], [-0.649, 0.488, 1.326], [-0.869, -1.408, -0.370]]}

=====

Number 4 is which compound? C8H13N3O

=====

What is the formula in the first record? C36H45NO6